# 1
109
Properties=species:S:1:pos:R:3 method="wB97M-V/def2-TZVPD" multiplicity=2 homo_energy_ev="-2.5 / -2.5" charge=-2
Rb -0.121 -1.642 1.446
C 1.718 0.234 -0.461
Si 2.889 1.126 0.477
C 3.539 0.202 1.966
N 2.631 -0.365 2.946
C 2.012 0.628 3.815
C 0.844 0.020 4.541
C 1.162 -1.361 5.132
C 2.703 -1.554 5.095
C 3.209 -1.477 3.637
C 2.158 2.904 0.880
C 2.751 3.883 1.762
C 2.161 5.152 1.879
C 1.048 5.498 1.128
C 0.409 4.510 0.419
C 0.953 3.232 0.286
C 4.646 1.536 -0.250
C 5.562 0.445 -0.402
C 6.835 0.707 -0.863
C 7.256 1.984 -1.215
C 6.356 3.049 -1.040
C 5.102 2.813 -0.458
H 2.316 -0.642 -0.663
H 1.506 0.752 -1.378
H 4.358 0.786 2.529
H 3.992 -0.654 1.484
H 1.659 1.483 3.211
H 2.821 0.965 4.521
H 0.018 0.007 3.868
H 0.543 0.664 5.392
H 0.743 -2.150 4.499
H 0.809 -1.460 6.143
H 2.966 -2.526 5.489
H 3.234 -0.758 5.559
H 3.069 -2.390 3.045
H 4.366 -1.379 3.712
H 3.675 3.739 2.335
H 2.582 5.823 2.568
H 0.535 6.483 1.161
H -0.493 4.666 -0.186
H 0.431 2.412 -0.220
H 5.326 -0.587 -0.064
H 7.369 -0.208 -1.114
H 8.256 2.156 -1.550
H 6.659 4.039 -1.357
H 4.452 3.646 -0.226
N -0.803 0.505 -2.564
C 0.109 1.033 -3.591
C 0.801 -0.087 -4.477
C -0.115 -1.147 -5.087
N -0.623 -2.186 -4.131
H -1.345 1.271 -2.119
H -0.279 0.061 -1.852
H 0.935 1.677 -3.182
H -0.486 1.682 -4.269
H 1.563 -0.594 -3.838
H 1.474 0.396 -5.258
H 0.374 -1.751 -5.881
H -0.991 -0.658 -5.494
H -1.323 -1.785 -3.479
H 0.172 -2.355 -3.540
O -0.994 1.144 2.369
N -1.627 2.224 2.149
C -2.528 2.258 1.142
C -3.247 3.422 0.849
C -2.940 4.548 1.620
C -2.134 4.454 2.748
C -1.530 3.245 3.036
H -2.606 1.322 0.645
H -3.868 3.425 -0.030
H -3.507 5.484 1.519
H -1.936 5.276 3.394
H -0.846 3.026 3.843
O -4.792 1.048 -1.716
S -4.208 -0.336 -1.708
C -5.469 -1.470 -0.930
C -5.276 -2.831 -0.860
C -6.274 -3.688 -0.337
C -7.480 -3.102 0.119
C -7.620 -1.714 0.168
C -6.642 -0.904 -0.400
C -4.296 -0.971 -3.444
C -3.727 -2.203 -3.790
C -3.497 -2.494 -5.112
C -3.848 -1.583 -6.073
C -4.491 -0.393 -5.760
C -4.793 -0.098 -4.434
H -4.384 -3.347 -1.185
H -6.169 -4.769 -0.390
H -8.281 -3.674 0.516
H -8.563 -1.278 0.463
H -6.726 0.176 -0.432
H -3.277 -2.802 -2.979
H -2.985 -3.421 -5.352
H -3.649 -1.663 -7.077
H -4.696 0.344 -6.507
H -5.305 0.801 -4.096
N 2.244 -6.109 0.948
C 2.448 -4.807 1.234
O 1.465 -4.140 1.652
C 3.796 -4.264 1.028
I 4.522 -8.842 2.019
H 1.366 -6.476 1.360
H 3.059 -6.772 1.032
H 3.802 -3.153 1.173
H 4.679 -4.915 0.955
O -3.483 -0.213 2.828
N -3.186 -1.221 2.155
O -2.983 -0.996 0.931


# 2
102
Properties=species:S:1:pos:R:3 method="wB97M-V/def2-TZVPD" multiplicity=1 homo_energy_ev=-3.1 charge=-1
Rb -0.127 1.810 1.247
C -4.440 1.191 -1.140
C -4.270 1.784 0.252
C -3.846 0.686 1.233
C -3.283 2.937 0.306
C -2.494 3.316 -0.775
C -1.527 4.307 -0.641
C -1.299 4.940 0.575
C -0.174 5.923 0.758
C -2.114 4.586 1.648
C -3.092 3.616 1.510
H -5.169 0.378 -1.118
H -3.499 0.771 -1.507
H -4.784 1.932 -1.867
H -5.239 2.178 0.581
H -2.883 0.259 0.932
H -4.579 -0.125 1.240
H -3.747 1.058 2.254
H -2.594 2.809 -1.728
H -0.900 4.551 -1.493
H -0.486 6.939 0.499
H 0.677 5.665 0.127
H 0.170 5.918 1.793
H -1.923 5.018 2.624
H -3.682 3.340 2.378
O 2.097 2.644 2.082
N 2.508 2.269 3.270
C 3.631 1.509 3.325
C 4.171 1.084 4.508
C 3.528 1.446 5.693
C 2.378 2.190 5.626
C 1.807 2.619 4.407
S 0.341 3.494 4.325
H 4.031 1.276 2.350
H 5.061 0.471 4.493
H 3.921 1.135 6.654
H 1.842 2.474 6.521
C 3.928 0.564 -0.747
C 3.690 -0.943 -0.855
C 4.819 -1.628 -1.624
C 3.488 -1.549 0.522
C 4.543 -1.566 1.430
C 4.371 -2.068 2.709
C 3.129 -2.544 3.093
C 2.047 -2.554 2.214
C 0.707 -3.030 2.754
C -0.046 -4.055 1.904
C -0.192 -1.827 3.063
C 2.244 -2.068 0.915
N 1.198 -2.127 -0.050
B 0.217 -1.063 -0.368
N -0.312 -1.651 -1.625
C 0.330 -2.844 -1.970
C 1.239 -3.129 -1.020
C -1.278 -1.108 -2.510
C -2.526 -1.733 -2.637
C -3.440 -1.232 -3.560
C -3.142 -0.119 -4.328
C -1.913 0.505 -4.177
C -0.964 0.023 -3.280
C 0.402 0.676 -3.202
C 1.240 0.299 -4.425
C 0.318 2.189 -3.026
C -2.897 -2.934 -1.786
C -3.111 -4.180 -2.645
C -4.127 -2.647 -0.924
H 3.990 1.014 -1.742
H 4.865 0.779 -0.224
H 3.119 1.052 -0.200
H 2.768 -1.092 -1.415
H 5.780 -1.517 -1.111
H 4.923 -1.188 -2.619
H 4.621 -2.695 -1.742
H 5.508 -1.169 1.132
H 5.198 -2.075 3.408
H 2.982 -2.916 4.102
H 0.944 -3.525 3.701
H -0.481 -3.604 1.013
H -0.855 -4.484 2.502
H 0.606 -4.871 1.580
H -0.450 -1.329 2.124
H 0.313 -1.105 3.710
H -1.117 -2.147 3.553
H 0.076 -3.408 -2.857
H 1.911 -3.972 -0.957
H -4.407 -1.714 -3.666
H -3.867 0.266 -5.036
H -1.677 1.376 -4.781
H 0.891 0.280 -2.314
H 0.779 0.668 -5.346
H 1.339 -0.786 -4.508
H 2.244 0.728 -4.351
H -0.148 2.682 -3.885
H 1.319 2.612 -2.906
H -0.264 2.440 -2.137
H -2.062 -3.124 -1.113
H -3.942 -4.039 -3.344
H -3.345 -5.045 -2.018
H -2.219 -4.416 -3.230
H -5.013 -2.461 -1.539
H -3.962 -1.772 -0.295
H -4.344 -3.498 -0.273


# 3
113
Properties=species:S:1:pos:R:3 method="wB97M-V/def2-TZVPD" smiles="CCOC(=O)OC.CCOC(=O)OC.CCOC(=O)OC.CCOC(=O)OC.Fc1ccccc1.Fc1ccccc1.Fc1ccccc1.Fc1ccccc1.ClCCl" multiplicity=1 homo_energy_ev=-9.2
C 2.664 -8.407 -13.276
C 4.077 -7.881 -13.260
O 4.429 -7.479 -11.945
C 5.548 -6.792 -11.754
O 6.227 -6.324 -12.621
O 5.805 -6.814 -10.452
C 7.174 -6.627 -10.062
H 2.562 -9.276 -12.624
H 2.433 -8.784 -14.275
H 1.953 -7.612 -13.052
H 4.156 -7.022 -13.925
H 4.762 -8.600 -13.721
H 7.851 -6.138 -10.759
H 7.437 -7.640 -9.768
H 7.147 -5.956 -9.200
C 8.944 0.593 -4.022
C 9.784 0.173 -5.215
O 9.248 -1.069 -5.663
C 9.841 -1.704 -6.652
O 10.758 -1.271 -7.305
O 9.327 -2.921 -6.766
C 9.711 -3.683 -7.887
H 7.917 0.679 -4.386
H 9.265 1.583 -3.705
H 8.906 -0.143 -3.224
H 10.846 0.053 -4.989
H 9.791 0.958 -5.973
H 9.071 -4.556 -7.944
H 10.754 -4.004 -7.800
H 9.699 -3.126 -8.825
C 4.858 -10.916 -10.889
C 6.022 -11.402 -10.026
O 7.234 -11.397 -10.786
C 8.312 -11.804 -10.130
O 8.324 -12.068 -8.955
O 9.337 -11.913 -10.962
C 10.650 -11.949 -10.370
H 3.973 -10.808 -10.264
H 4.597 -11.595 -11.699
H 5.095 -9.955 -11.347
H 5.766 -12.390 -9.642
H 6.181 -10.752 -9.167
H 11.084 -12.932 -10.512
H 10.594 -11.619 -9.336
H 11.197 -11.195 -10.934
C 6.313 -11.328 -14.307
C 7.494 -12.259 -13.987
O 7.786 -13.163 -15.040
C 7.604 -14.465 -14.900
O 7.274 -15.067 -13.913
O 7.878 -15.025 -16.066
C 7.609 -16.409 -16.257
H 6.604 -10.332 -13.975
H 5.391 -11.616 -13.813
H 6.134 -11.319 -15.383
H 7.278 -12.789 -13.059
H 8.399 -11.682 -13.810
H 6.644 -16.657 -15.820
H 8.393 -16.989 -15.767
H 7.658 -16.606 -17.322
F 4.594 -6.330 -15.934
C 5.909 -6.339 -16.234
C 6.636 -5.170 -16.141
C 7.992 -5.202 -16.485
C 8.539 -6.362 -17.013
C 7.768 -7.517 -17.126
C 6.439 -7.511 -16.757
H 6.156 -4.262 -15.806
H 8.547 -4.279 -16.588
H 9.589 -6.456 -17.260
H 8.183 -8.422 -17.550
H 5.838 -8.411 -16.752
F -0.090 -5.731 -15.199
C 0.817 -5.515 -14.232
C 2.175 -5.551 -14.505
C 3.070 -5.312 -13.476
C 2.608 -5.199 -12.163
C 1.244 -5.180 -11.879
C 0.345 -5.392 -12.923
H 2.518 -5.772 -15.509
H 4.127 -5.283 -13.707
H 3.352 -5.101 -11.384
H 0.880 -5.240 -10.863
H -0.725 -5.426 -12.764
F 3.588 -1.805 -7.842
C 4.724 -1.947 -8.538
C 5.632 -0.903 -8.534
C 6.806 -0.962 -9.268
C 7.075 -2.148 -9.947
C 6.224 -3.239 -9.888
C 5.021 -3.123 -9.185
H 5.341 -0.102 -7.860
H 7.439 -0.088 -9.284
H 7.944 -2.205 -10.592
H 6.345 -4.199 -10.364
H 4.340 -3.962 -9.106
F 8.255 -8.689 -7.788
C 9.340 -8.621 -7.004
C 9.789 -7.410 -6.511
C 10.904 -7.352 -5.701
C 11.549 -8.550 -5.398
C 11.094 -9.769 -5.892
C 9.964 -9.816 -6.690
H 9.142 -6.590 -6.808
H 11.333 -6.439 -5.316
H 12.405 -8.572 -4.736
H 11.627 -10.656 -5.577
H 9.648 -10.727 -7.186
Cl -1.374 -7.958 -17.216
C 0.192 -8.435 -16.603
Cl 1.548 -7.611 -17.455
H 0.300 -8.068 -15.589
H 0.291 -9.510 -16.677


# 4
105
Properties=species:S:1:pos:R:3 method="wB97M-V/def2-TZVPD" multiplicity=1 homo_energy_ev=-10.8 charge=+1
C 1.364 5.134 -0.339
C 1.816 4.418 -1.606
C 1.897 2.889 -1.525
C 0.605 2.141 -1.903
C -0.648 2.840 -1.395
C 0.777 0.559 -1.775
N 2.057 0.158 -1.180
C 2.958 -0.476 -2.146
C 3.881 0.522 -2.782
N 3.899 0.648 -4.038
C 2.047 -0.533 0.106
C 3.323 -0.237 0.886
C 3.420 -0.882 2.260
C 3.240 -2.401 2.232
O 4.710 -0.505 2.723
C 4.855 -0.611 4.123
C 4.229 0.555 4.852
C 3.994 1.766 4.206
C 3.449 2.836 4.895
C 3.140 2.714 6.241
C 3.370 1.511 6.891
C 3.907 0.436 6.196
C 0.820 -0.244 0.935
S 0.618 1.462 1.506
N -0.470 -0.744 0.231
N -0.361 -2.164 0.449
C -1.316 -2.875 0.779
S -2.385 -3.966 0.976
P -2.047 -0.317 1.226
C -2.806 1.280 0.881
C -1.558 -0.296 2.971
C -0.377 -0.426 -1.332
Cl 0.196 -2.010 -2.087
C -1.712 -0.295 -2.051
C -1.798 0.445 -3.228
C -3.011 0.490 -3.912
N -4.106 -0.159 -3.529
C -4.011 -0.892 -2.424
C -2.853 -1.001 -1.660
H 1.616 6.193 -0.403
H 0.287 5.098 -0.183
H 1.868 4.738 0.544
H 1.200 4.716 -2.458
H 2.820 4.773 -1.845
H 2.280 2.591 -0.555
H 2.638 2.583 -2.262
H 0.578 2.310 -2.984
H -0.795 3.753 -1.973
H -1.555 2.274 -1.539
H -0.576 3.146 -0.362
H 0.865 0.260 -2.817
H 2.442 -1.007 -2.943
H 3.577 -1.224 -1.644
H 4.513 1.106 -2.107
H 4.586 1.340 -4.333
H 2.023 -1.618 -0.065
H 3.482 0.839 0.970
H 4.173 -0.616 0.315
H 2.680 -0.429 2.935
H 3.410 -2.801 1.233
H 2.230 -2.693 2.520
H 3.948 -2.879 2.903
H 4.433 -1.542 4.513
H 5.926 -0.645 4.325
H 4.259 1.861 3.162
H 3.264 3.772 4.387
H 2.726 3.549 6.787
H 3.148 1.397 7.942
H 4.084 -0.500 6.710
H 0.876 -0.877 1.814
H 1.896 1.811 1.378
H -3.222 1.331 -0.117
H -2.196 2.155 1.068
H -3.626 1.289 1.606
H -2.502 -0.480 3.486
H -0.912 -1.149 3.176
H -1.084 0.603 3.346
H -0.961 0.991 -3.634
H -3.082 1.084 -4.814
H -4.892 -1.445 -2.124
H -2.864 -1.640 -0.795
C -2.119 -7.154 4.344
C -1.991 -8.419 4.901
C -1.430 -9.449 4.160
C -0.990 -9.216 2.865
C -1.115 -7.952 2.307
C -1.681 -6.923 3.048
H -2.559 -6.351 4.921
H -2.330 -8.601 5.912
H -1.335 -10.436 4.594
H -0.550 -10.021 2.290
H -0.771 -7.770 1.297
H -1.782 -5.937 2.611
C -5.797 3.548 -5.701
C -6.203 4.680 -6.393
C -6.237 4.670 -7.780
C -5.870 3.526 -8.476
C -5.466 2.393 -7.785
C -5.427 2.405 -6.397
H -5.773 3.554 -4.619
H -6.496 5.570 -5.851
H -6.551 5.554 -8.320
H -5.900 3.518 -9.557
H -5.182 1.500 -8.327
H -5.117 1.519 -5.858